{
  "formula": "C7H7ClF3N",
  "method": "ωB97M-V with the def2-TZVPD basis set",
  "e_lumo_ha": 0.0176,
  "smiles": "N/C=C/C=C\\C=C(\\Cl)C(F)(F)F",
  "orbital_gap_ev": 8.35,
  "e_above_lowest_kcal_mol": 0.0,
  "homo_ev": -7.873,
  "total_charge": 0,
  "symbols": ["C", "C", "C", "C", "C", "C", "C", "N", "F", "F", "F", "Cl", "H", "H", "H", "H", "H", "H", "H"],
  "coordinates": [[-1.38908, -0.75514, 1.12379], [-0.31846, -1.58046, 1.13011], [-1.72214, 0.38476, 0.26283], [0.84278, -1.66829, 0.09058], [-1.29714, 0.48824, -1.01793], [1.78790, -0.76342, -0.09294], [1.94025, 0.56353, 0.57306], [-1.53938, 1.65897, -1.76640], [3.16009, 1.01426, 0.45231], [1.13973, 1.50353, 0.02533], [1.70651, 0.55085, 1.89539], [2.93326, -0.85510, -1.49012], [-1.97214, -0.85793, 2.04903], [-0.33687, -2.39525, 1.77965], [-2.47125, 1.08236, 0.73769], [0.83116, -2.51598, -0.39460], [-0.70148, -0.15622, -1.51253], [-0.81226, 1.69585, -2.52389], [-1.78147, 2.60542, -1.32135]],
  "atomic_forces_ev_per_a": [[0.950, 0.190, 0.719], [0.819, 1.289, -2.571], [-0.651, -0.900, 0.267], [-1.662, 4.388, 4.108], [-2.697, 4.673, 2.630], [0.440, -0.180, -1.496], [-0.577, 0.530, 0.715], [1.049, 0.489, -0.840], [1.556, 0.534, -0.218], [-0.129, -0.101, -0.004], [-0.573, -0.374, -0.033], [-0.868, -0.423, 0.909], [-0.274, -0.090, -0.630], [0.132, -1.116, 1.230], [1.129, -0.457, -0.932], [0.269, -4.252, -2.884], [1.753, -2.385, -1.299], [-1.412, 0.630, 1.068], [0.745, -2.444, -0.739]]
}